Entry 1:
{
  "formula": "CH2N2S4",
  "method": "ωB97M-V/def2-TZVPD",
  "e_tot_ev": -47388.248,
  "relative_energy_ev": 0.733,
  "smiles": "N#[N+][S-].S=CSS",
  "molar_mass_g_mol": 170.31,
  "species": ["C", "N", "N", "S", "S", "S", "S", "H", "H"],
  "coordinates": [[1.00856, -0.99699, 0.34623], [0.05840, 0.49593, -1.27655], [0.02537, 1.59510, -1.56120], [1.25024, 0.35712, 1.32856], [-0.14707, 3.11173, -1.70583], [-1.58756, -1.14815, 1.81955], [-0.38172, -1.99120, 0.32975], [1.64030, -1.28777, -0.38036], [-1.86650, -0.13576, 1.09985]],
  "atomic_forces_ev_per_a": [[-1.91, 2.77, 4.60], [-0.22, 2.58, -2.17], [-0.33, -3.85, 1.43], [0.27, -2.05, -1.21], [0.05, 2.00, -0.46], [0.83, -2.22, 0.50], [-0.59, -0.12, 0.79], [2.48, -0.94, -2.39], [-0.57, 1.82, -1.10]]
}

Entry 2:
{
  "formula": "CH2N4",
  "method": "ωB97M-V/def2-TZVPD",
  "e_tot_ev": -7027.872,
  "relative_energy_ev": 2.074,
  "smiles": "C1N=N1.N#N",
  "molar_mass_g_mol": 70.05,
  "species": ["C", "N", "N", "N", "N", "H", "H"],
  "coordinates": [[-0.24938, -1.22726, -0.49713], [-4.22451, -0.56957, -0.13162], [-3.50875, 0.24927, -0.16215], [-0.84847, -0.78591, 0.79277], [-0.80746, 0.01497, -0.09397], [0.88340, -1.45139, -0.63382], [-0.95087, -1.68072, -1.23465]],
  "atomic_forces_ev_per_a": [[0.86, -1.98, -1.59], [-0.18, -0.24, 0.00], [-0.20, 0.29, -0.03], [0.18, -1.44, 0.46], [0.61, 2.85, -0.18], [-2.19, 0.87, 0.54], [0.91, -0.36, 0.80]]
}

Entry 3:
{
  "formula": "CH2N4O",
  "method": "ωB97M-V/def2-TZVPD",
  "e_tot_ev": -9073.263,
  "relative_energy_ev": 3.035,
  "smiles": "[H]/N=c1/nno[nH]1",
  "molar_mass_g_mol": 86.05,
  "species": ["C", "H", "H", "N", "N", "N", "N", "O"],
  "coordinates": [[0.42609, -0.04697, -0.24794], [2.26578, -0.20954, 0.24630], [-0.20657, 0.31389, 1.60710], [1.66215, -0.07101, -0.53466], [-0.50109, 0.31470, -1.36822], [-1.65922, 0.25087, -0.94143], [-0.31107, -0.40949, 0.82190], [-1.67607, -0.14245, 0.41695]],
  "atomic_forces_ev_per_a": [[2.09, 0.26, -3.64], [0.42, -0.56, 0.75], [0.09, -1.54, -1.12], [-1.30, 0.80, -0.07], [-1.14, -0.57, 1.55], [1.78, -0.06, 0.27], [-1.76, 1.97, 2.57], [-0.19, -0.30, -0.32]]
}

Entry 4:
{
  "formula": "CH2N4O2",
  "method": "ωB97M-V/def2-TZVPD",
  "e_tot_ev": -11119.858,
  "relative_energy_ev": 3.763,
  "smiles": "Oc1nnnn1O",
  "molar_mass_g_mol": 102.05,
  "species": ["C", "H", "H", "N", "N", "N", "N", "O", "O"],
  "coordinates": [[0.06113, 0.74767, -0.17368], [0.21704, 2.52698, 0.51433], [-2.19226, -0.02286, 0.41447], [1.33246, 0.52783, -0.13227], [1.67508, -0.77226, 0.03918], [0.51276, -1.37995, 0.10308], [-0.51042, -0.54229, 0.08850], [-0.51510, 1.95674, 0.04248], [-1.91750, -0.93468, -0.11449]],
  "atomic_forces_ev_per_a": [[0.32, -1.85, 1.77], [-1.96, -1.58, -1.43], [-0.31, -3.50, -1.90], [1.87, 2.10, -0.16], [-4.50, 0.82, -0.51], [-0.02, -2.54, 0.33], [0.70, 1.67, -1.50], [1.63, 0.43, 0.68], [2.28, 4.47, 2.72]]
}

Entry 5:
{
  "formula": "CH2N4OS",
  "method": "ωB97M-V/def2-TZVPD",
  "e_tot_ev": -19907.394,
  "relative_energy_ev": 2.541,
  "smiles": "S/N=c1\\nn[nH]o1",
  "molar_mass_g_mol": 118.12,
  "species": ["C", "H", "H", "N", "N", "N", "N", "O", "S"],
  "coordinates": [[-0.18137, 0.04010, -0.11736], [-0.31379, 1.56748, -3.58769], [-0.41888, -1.44851, 2.46701], [-0.63723, 0.77640, -1.09721], [1.14114, -0.33895, 0.34398], [1.05399, -0.88146, 1.39725], [-0.16835, -0.68902, 1.95860], [-0.99169, -0.46058, 0.84073], [0.51618, 1.43454, -2.20531]],
  "atomic_forces_ev_per_a": [[-0.30, 1.97, -1.14], [1.42, -0.48, 3.41], [-1.57, -3.04, 1.58], [1.33, -1.76, 1.52], [0.59, 1.25, -4.91], [0.99, -0.57, 4.19], [1.16, 2.40, -2.73], [-2.03, 0.27, 0.37], [-1.58, -0.04, -2.29]]
}

Entry 6:
{
  "formula": "CH2N4S",
  "method": "ωB97M-V/def2-TZVPD",
  "e_tot_ev": -17862.480,
  "relative_energy_ev": 1.326,
  "smiles": "S=c1[nH]nn[nH]1",
  "molar_mass_g_mol": 102.12,
  "species": ["C", "H", "H", "N", "N", "N", "N", "S"],
  "coordinates": [[-0.73329, -0.00319, 0.08477], [-0.33636, 1.97281, 0.20388], [0.16436, -1.98948, 0.03015], [0.04639, 1.07440, 0.16078], [1.39137, 0.64593, -0.26514], [1.53530, -0.54105, -0.21960], [0.24436, -1.10021, 0.17074], [-2.31214, -0.05921, -0.16559]],
  "atomic_forces_ev_per_a": [[1.92, -2.80, 0.40], [0.13, 1.65, -0.48], [-1.20, -6.42, -1.18], [2.63, -3.41, -0.92], [-0.05, 4.88, 0.89], [-3.32, -2.72, 0.89], [1.31, 9.14, 0.20], [-1.43, -0.32, 0.22]]
}

Entry 7:
{
  "formula": "CH2N5",
  "method": "ωB97M-V/def2-TZVPD",
  "total_charge": 1,
  "e_tot_ev": -8501.526,
  "relative_energy_ev": 6.476,
  "molar_mass_g_mol": 84.06,
  "species": ["C", "N", "N", "N", "N", "N", "H", "H"],
  "coordinates": [[-0.12443, -0.58752, -0.81703], [0.74800, -1.46806, -1.25394], [0.64830, 2.00593, 1.18004], [-1.11924, -1.42006, -0.84911], [0.57759, 1.14048, 0.31237], [-0.34776, 0.56240, -0.16708], [1.17078, 2.17711, 2.16310], [-1.55324, -2.41027, -0.56835]],
  "atomic_forces_ev_per_a": [[0.98, -6.35, -1.64], [-2.39, 2.73, 0.89], [3.25, -0.94, -1.36], [-1.44, -3.28, -0.82], [-2.48, 4.81, 6.45], [1.39, 1.01, -0.56], [-1.22, -1.09, -2.53], [1.91, 3.13, -0.42]]
}

Entry 8:
{
  "formula": "CH2NO2",
  "method": "ωB97M-V/def2-TZVPD",
  "total_charge": -1,
  "e_tot_ev": -6651.356,
  "relative_energy_ev": 5.021,
  "molar_mass_g_mol": 60.03,
  "species": ["C", "N", "O", "O", "H", "H"],
  "coordinates": [[-0.51713, 0.08814, 0.02074], [0.86394, -0.09463, -0.50579], [1.56608, -0.76199, 0.30834], [-0.00482, 1.33353, 0.14503], [-1.26488, -0.09302, -0.83668], [-0.64318, -0.47203, 0.86836]],
  "atomic_forces_ev_per_a": [[1.35, 1.43, -4.46], [-0.09, -2.25, 0.44], [0.05, 0.77, -0.44], [-0.88, 1.39, 1.03], [0.31, 0.21, 1.16], [-0.74, -1.54, 2.28]]
}